Entry 1:
ORCA calculation (the ωB97M-V functional and the def2-TZVPD basis) on a structure of composition C28H51NSSbSiTi.

gap between HOMO and LUMO: 7.27 eV
DFT total energy: -79715.1120 eV
spin multiplicity: 1
relative energy (zero: lowest compared OMol25 entry of this formula, charge and spin): 0.0 kJ/mol
net charge: +1

Geometry (Å):
H 3.29 -2.92 5.33
S 0.38 0.56 1.62
C 2.77 -0.13 3.67
H 1.37 -1.39 -3.33
H -5.08 -1.28 -1.48
H 5.41 0.94 -1.34
C -1.71 -3.33 2.90
H 0.26 -1.24 6.66
H -3.72 -2.05 -2.33
C 1.33 3.44 -0.66
H 3.43 3.55 0.01
H 1.81 -0.45 6.86
H -1.17 -4.17 -2.76
H -3.54 0.62 -3.79
C -2.44 2.51 1.29
H 3.17 3.29 -3.66
H -0.58 -3.27 4.73
H 3.71 -0.11 4.26
H 3.42 1.23 0.17
C 2.69 4.10 -0.59
H -1.49 3.71 -1.11
C -2.54 0.28 -3.37
H 4.33 0.68 -2.75
H -3.41 -0.19 2.46
H 1.63 -3.62 5.33
H -4.04 -2.40 -0.59
H -2.44 -0.79 -3.66
H 4.45 2.29 -2.00
C -1.87 2.97 -1.83
C -3.21 0.21 0.34
H -0.92 -4.27 -1.00
C 2.16 3.09 -4.06
H 3.28 -0.32 -0.73
H 1.59 -1.47 -0.98
C 0.41 -1.92 -3.28
H 0.62 1.57 -4.19
C 3.32 0.78 -0.83
C -2.18 1.66 -1.18
H -2.79 3.41 -2.27
H 1.13 -3.51 -2.11
H -2.60 -3.01 0.95
H -4.83 0.52 1.72
H -2.23 2.06 2.28
C -2.52 1.47 0.21
H -1.76 0.86 -3.91
H 2.53 -3.45 3.80
Sb 1.29 1.39 -1.53
C 0.60 -1.92 -0.79
C 0.03 -1.67 3.44
H 2.57 5.09 -0.13
Ti -0.79 -0.40 -0.34
H 0.88 3.27 0.34
C 1.62 1.71 -3.73
C -0.96 -3.58 -1.86
C 2.33 -2.98 4.78
C -1.92 -2.66 1.72
C 4.43 1.20 -1.78
H -1.66 3.27 1.08
H 1.49 3.90 -3.71
H 0.51 0.42 5.99
H 3.01 -0.51 2.66
C -3.17 -0.44 -0.95
H 3.15 4.25 -1.57
H -3.41 3.06 1.37
C -2.50 0.45 -1.89
H 2.31 0.90 -4.04
Si 1.57 -1.28 4.52
H 2.39 0.90 3.60
C -4.01 -0.19 1.53
H 0.63 4.01 -1.27
C -4.02 -1.59 -1.36
C 0.31 -2.77 -2.03
H -2.27 -4.21 3.14
C -0.33 -0.96 2.26
C 0.97 -0.56 6.16
H -4.45 -1.21 1.43
H 0.78 -2.57 0.09
N -1.24 -1.51 1.42
H -1.84 -2.93 -1.69
H 0.34 -2.53 -4.21
C -0.75 -2.79 3.78
H -0.42 -1.17 -3.37
H -1.14 2.87 -2.65
H 2.25 3.16 -5.16

Mulliken charges, unit e, in atom order: number 1, H, carries 0.366; number 2, S, carries -0.448; number 3, C, carries -0.978; number 4, H, carries 0.266; number 5, H, carries 0.290; number 6, H, carries 0.379; number 7, C, carries -1.306; number 8, H, carries 0.337; number 9, H, carries 0.422; number 10, C, carries -0.170; number 11, H, carries 0.282; number 12, H, carries 0.341; number 13, H, carries 0.442; number 14, H, carries 0.307; number 15, C, carries -1.617; number 16, H, carries 0.245; number 17, H, carries 0.390; number 18, H, carries 0.467; number 19, H, carries 0.367; number 20, C, carries -1.298; number 21, H, carries 0.404; number 22, C, carries -1.702; number 23, H, carries 0.309; number 24, H, carries 0.245; number 25, H, carries 0.317; number 26, H, carries 0.393; number 27, H, carries 0.478; number 28, H, carries 0.201; number 29, C, carries -1.200; number 30, C, carries 0.602; number 31, H, carries 0.361; number 32, C, carries -1.179; number 33, H, carries 0.442; number 34, H, carries -0.152; number 35, C, carries -1.268; number 36, H, carries 0.357; number 37, C, carries -0.469; number 38, C, carries 0.832; number 39, H, carries 0.355; number 40, H, carries 0.574; number 41, H, carries 0.339; number 42, H, carries 0.339; number 43, H, carries 0.283; number 44, C, carries 0.338; number 45, H, carries 0.307; number 46, H, carries 0.325; number 47, Sb, carries -0.499; number 48, C, carries -0.641; number 49, C, carries 0.243; number 50, H, carries 0.431; number 51, Ti, carries -0.104; number 52, H, carries 0.369; number 53, C, carries -0.467; number 54, C, carries -1.490; number 55, C, carries -1.065; number 56, C, carries -0.413; number 57, C, carries -1.183; number 58, H, carries 0.398; number 59, H, carries 0.254; number 60, H, carries 0.318; number 61, H, carries 0.201; number 62, C, carries 0.882; number 63, H, carries 0.223; number 64, H, carries 0.321; number 65, C, carries 0.617; number 66, H, carries 0.570; number 67, Si, carries 0.106; number 68, H, carries 0.289; number 69, C, carries -1.483; number 70, H, carries 0.365; number 71, C, carries -1.758; number 72, C, carries 0.678; number 73, H, carries 0.481; number 74, C, carries 0.315; number 75, C, carries -1.049; number 76, H, carries 0.381; number 77, H, carries 0.566; number 78, N, carries 1.114; number 79, H, carries 0.219; number 80, H, carries 0.463; number 81, C, carries -0.294; number 82, H, carries 0.099; number 83, H, carries 0.221; number 84, H, carries 0.411

***

Entry 2:
ORCA calculation (the ωB97M-V functional and the def2-TZVPD basis) on a cluster of 2 separate species, C5H16N3 in total.

gap between HOMO and LUMO (alpha / beta): 11.31 / 7.16 eV
DFT total energy: -9896.5274 eV
spin multiplicity: 2
relative energy (zero: lowest compared OMol25 entry of this formula, charge and spin): 28.7 kJ/mol
net charge: +2

Geometry (Å):
C -0.57 -1.87 0.00
C 0.59 2.16 1.06
N 1.25 2.94 -1.18
H 0.33 -0.90 1.69
H -1.11 -2.63 0.55
N -0.05 -2.60 -1.23
H -2.42 -1.18 -0.93
H 0.54 -1.94 -1.81
N -0.23 1.58 2.07
H -0.97 -0.18 -1.27
H 1.26 -0.70 0.19
H 1.29 -2.24 1.04
H 0.70 3.46 -1.88
H -0.84 -2.91 -1.83
H -0.56 1.89 -0.76
H 1.52 2.59 1.44
H 1.80 2.26 -1.68
C 0.34 2.28 -0.27
H -1.76 -0.12 0.32
C -1.48 -0.77 -0.51
H 0.27 1.61 2.98
H 0.52 -3.42 -0.97
H -1.07 2.11 2.22
C 0.66 -1.40 0.77

Mulliken charges, unit e, in atom order: number 1, C, carries 0.456; number 2, C, carries 0.104; number 3, N, carries -0.451; number 4, H, carries 0.285; number 5, H, carries 0.279; number 6, N, carries -0.376; number 7, H, carries 0.412; number 8, H, carries 0.375; number 9, N, carries -0.342; number 10, H, carries 0.319; number 11, H, carries 0.333; number 12, H, carries 0.452; number 13, H, carries 0.344; number 14, H, carries 0.373; number 15, H, carries 0.382; number 16, H, carries 0.376; number 17, H, carries 0.303; number 18, C, carries -0.396; number 19, H, carries 0.304; number 20, C, carries -1.249; number 21, H, carries 0.328; number 22, H, carries 0.370; number 23, H, carries 0.318; number 24, C, carries -1.298

***

Entry 3:
ORCA calculation (the ωB97M-V functional and the def2-TZVPD basis) on the molecule C5H8O2.

SMILES: C1CO[C@@H]2C[C@@H]2O1
gap between HOMO and LUMO: 9.79 eV
DFT total energy: -9405.4542 eV
spin multiplicity: 1
relative energy (zero: lowest compared OMol25 entry of this formula, charge and spin): 422.4 kJ/mol
net charge: 0

Geometry (Å):
C -0.37 -1.38 -0.63
H -0.66 2.56 0.64
H -1.19 0.86 1.02
C -0.50 1.50 0.48
C -0.10 1.04 -0.90
H -0.05 -2.12 -1.35
O -0.57 -0.20 -1.40
H 0.40 -2.34 0.79
H -0.05 1.78 -1.71
C 0.92 1.02 0.19
H -0.26 -0.94 1.47
H 1.70 1.79 0.23
H -1.07 -2.19 0.02
O 1.43 -0.25 0.58
C 0.38 -1.21 0.63

Mulliken charges, unit e, in atom order: number 1, C, carries -0.238; number 2, H, carries 0.276; number 3, H, carries 0.219; number 4, C, carries -0.613; number 5, C, carries 0.082; number 6, H, carries 0.327; number 7, O, carries -0.408; number 8, H, carries 0.347; number 9, H, carries 0.324; number 10, C, carries -0.139; number 11, H, carries 0.351; number 12, H, carries 0.340; number 13, H, carries 0.174; number 14, O, carries -0.448; number 15, C, carries -0.593

***

Entry 4:
ORCA calculation (the ωB97M-V functional and the def2-TZVPD basis) on the ion C10H19N2O2 with charge +1.

SMILES: CC(C)(C)O[C@]1(O)C=[NH+]C[C@H]2C[C@]21N
gap between HOMO and LUMO: 9.36 eV
DFT total energy: -17742.9692 eV
spin multiplicity: 1
relative energy (zero: lowest compared OMol25 entry of this formula, charge and spin): 205.3 kJ/mol
net charge: +1

Geometry (Å):
H -1.86 1.77 1.55
C 1.75 0.09 0.07
H -0.77 -2.16 1.30
H -3.28 -0.24 -1.55
H -1.95 3.02 -0.49
C -0.84 1.45 -0.96
C -1.82 -1.00 -0.04
C 2.29 0.94 -1.08
H -3.90 -1.53 -0.46
O -0.22 -0.63 -1.91
H 3.34 0.27 1.68
H -0.19 1.96 -1.79
C 2.10 -1.36 -0.43
C -2.75 -0.05 0.68
H 3.21 -1.48 -0.11
H 3.30 1.08 -1.09
H 2.12 -1.48 -1.57
O 0.34 0.19 0.31
H -1.14 -2.90 -0.32
H 2.06 0.59 -1.99
N -1.25 -2.20 0.38
H 1.55 -2.03 0.13
H -0.08 -1.54 -1.56
H 1.83 0.00 2.32
C 2.31 0.58 1.43
H -3.33 -0.55 1.60
C -0.64 -0.10 -0.74
N -1.77 2.03 -0.31
C -2.54 1.41 0.79
H -3.37 2.06 0.77
H 2.04 1.70 1.61
H 1.95 1.90 -0.94
C -3.23 -0.79 -0.53

Mulliken charges, unit e, in atom order: number 1, H, carries 0.369; number 2, C, carries 1.803; number 3, H, carries 0.266; number 4, H, carries 0.176; number 5, H, carries 0.329; number 6, C, carries -0.594; number 7, C, carries 0.302; number 8, C, carries -2.251; number 9, H, carries 0.441; number 10, O, carries -0.511; number 11, H, carries 0.407; number 12, H, carries 0.466; number 13, C, carries -1.707; number 14, C, carries 0.025; number 15, H, carries 0.466; number 16, H, carries 0.514; number 17, H, carries 0.304; number 18, O, carries -0.240; number 19, H, carries 0.269; number 20, H, carries 0.504; number 21, N, carries -0.408; number 22, H, carries 0.505; number 23, H, carries 0.450; number 24, H, carries 0.320; number 25, C, carries -1.441; number 26, H, carries 0.355; number 27, C, carries 0.689; number 28, N, carries -0.073; number 29, C, carries -1.016; number 30, H, carries 0.418; number 31, H, carries 0.276; number 32, H, carries 0.539; number 33, C, carries -0.954